Formula: C44H44IN3O6PS2Sn
Source: OMol25
Level of theory: wB97M-V/def2-TZVPD

## Properties
Electronic energy in eV: -107980.8103
Energy above the lowest of the compared OMol25 structures with the same formula, charge and spin in kJ/mol: 212.9
Charge: +1
M in g/mol: 1051.6

Last column: Mulliken charge in e.
Geometry (Å):
Sn  0.29  1.56  0.34  1.26
O  -1.80  2.01  -0.55  -0.42
S  -1.49  3.09  -1.54  1.60
O  -2.32  4.25  -1.42  -0.72
O  -0.04  3.31  -1.45  -0.69
C  -1.79  2.39  -3.14  -0.45
C  -2.80  2.97  -3.91  -0.41
C  -3.03  2.51  -5.19  -0.78
C  -2.25  1.49  -5.71  -0.80
C  -1.25  0.91  -4.94  -0.18
C  -1.01  1.34  -3.63  -0.79
P  0.32  0.56  -2.63  2.20
C  1.86  1.18  -3.39  0.70
C  3.09  0.71  -2.94  -0.32
C  4.27  1.24  -3.44  -0.96
C  4.24  2.25  -4.38  -0.60
C  3.02  2.74  -4.82  -0.84
C  1.83  2.21  -4.33  -0.89
C  0.15  -1.19  -3.08  0.32
C  -1.10  -1.73  -3.29  -0.47
C  -1.30  -3.08  -3.55  -0.79
C  -0.18  -3.96  -3.64  -0.61
C  1.06  -3.52  -3.39  -1.21
C  1.33  -2.10  -2.96  0.30
H  -3.37  3.78  -3.49  0.63
H  -3.81  2.95  -5.79  0.42
H  -2.41  1.14  -6.72  0.45
H  -0.65  0.11  -5.35  0.57
H  3.15  -0.06  -2.18  0.34
H  5.22  0.85  -3.08  0.51
H  5.16  2.67  -4.76  0.41
H  2.98  3.54  -5.55  0.45
H  0.89  2.61  -4.68  0.38
H  -1.97  -1.07  -3.29  0.48
H  -2.29  -3.46  -3.72  0.49
H  -0.34  -5.00  -3.91  0.46
H  1.92  -4.17  -3.43  0.48
H  2.17  -1.71  -3.54  0.14
C  -1.70  4.06  1.88  -0.95
N  -0.34  3.52  1.99  1.09
C  0.62  4.50  1.47  -1.32
C  -0.09  3.23  3.41  -0.94
C  1.26  2.61  3.73  -1.38
N  1.50  1.34  3.05  1.06
C  0.82  0.25  3.74  -0.66
C  2.94  1.07  3.01  -0.94
H  -1.79  4.98  2.48  0.40
H  -2.42  3.33  2.24  0.13
H  -1.94  4.30  0.85  0.20
H  0.63  5.40  2.10  0.37
H  0.35  4.78  0.46  0.41
H  1.63  4.09  1.45  0.35
H  -0.90  2.60  3.77  0.32
H  -0.15  4.18  3.97  0.42
H  1.33  2.49  4.82  0.38
H  2.05  3.31  3.45  0.50
H  1.23  0.08  4.74  0.42
H  0.92  -0.67  3.16  -0.34
H  -0.25  0.46  3.84  0.25
H  3.37  1.05  4.02  0.37
H  3.44  1.84  2.43  0.35
H  3.11  0.11  2.54  0.01
O  -0.90  -0.38  0.61  0.18
S  -2.26  -0.74  0.01  0.15
C  -2.42  -2.48  0.31  0.53
C  -1.79  -3.06  1.40  -0.03
C  -1.94  -4.42  1.61  -0.74
C  -2.71  -5.18  0.73  -0.60
C  -3.32  -4.59  -0.36  -0.85
C  -3.17  -3.23  -0.59  -0.29
C  -3.48  -0.12  1.15  0.64
C  -4.82  -0.19  0.80  -0.77
C  -5.77  0.29  1.69  -0.73
C  -5.37  0.84  2.90  -0.67
C  -4.03  0.92  3.23  -0.61
C  -3.07  0.44  2.35  -0.30
H  -1.19  -2.45  2.07  0.32
H  -1.47  -4.90  2.46  0.49
H  -2.83  -6.24  0.90  0.41
H  -3.91  -5.18  -1.05  0.46
H  -3.62  -2.75  -1.45  0.53
H  -5.12  -0.62  -0.15  0.47
H  -6.81  0.24  1.43  0.44
H  -6.12  1.22  3.59  0.42
H  -3.73  1.35  4.18  0.47
H  -2.01  0.49  2.58  0.18
N  1.84  -2.18  -1.56  -0.05
C  1.68  -1.40  -0.65  -0.23
I  4.67  -4.76  6.24  0.14
C  4.28  -3.82  4.43  -0.12
C  2.96  -3.57  4.06  -0.74
C  2.70  -2.94  2.86  0.17
C  3.75  -2.57  2.03  0.07
C  5.07  -2.83  2.40  -0.61
C  5.34  -3.45  3.60  -0.55
C  3.52  -1.93  0.71  0.23
O  4.33  -1.74  -0.14  -0.56
O  2.20  -1.47  0.60  0.23
H  2.15  -3.87  4.71  0.43
H  1.68  -2.75  2.55  0.40
H  5.87  -2.54  1.74  0.50
H  6.36  -3.65  3.90  0.41